DFT (ωB97M-V/def2-TZVPD) results for CH15O10Sn as an isolated structure in a non-equilibrium geometry.

Results
Total charge ... +1
Orbital gap ... 7.78 eV
E ... -27581.3606 eV
Energy above the lowest of the compared OMol25 structures with the same formula, charge and spin ... 0.360 eV
F_max ... 3.7 eV Å⁻¹

Structure (XYZ):
```
27
Properties=species:S:1:pos:R:3:forces:R:3
Sn -0.05759 -0.10833 0.23756 -0.01 2.14 -0.78
C 0.33141 3.04167 0.28656 -2.87 -1.91 -0.16
O 0.29441 2.53867 1.41756 1.08 -1.12 2.11
O 1.07341 4.08967 0.07156 0.77 1.41 -1.62
O -0.42859 2.57467 -0.61344 0.92 -0.15 -0.96
H 1.53541 4.32167 0.87056 0.20 0.03 0.66
O -1.75359 -2.07133 1.00856 0.68 -0.13 -1.26
H -2.31259 -1.79333 1.69256 -1.61 1.16 1.56
H -1.50959 -2.91333 1.36856 0.56 -1.07 -0.24
O -0.04959 -2.23133 -1.30444 0.25 -0.34 -0.14
H 0.71641 -2.80933 -1.39344 0.09 -0.01 0.04
H -0.46559 -2.26533 -2.17144 -0.34 0.06 -0.01
O -1.13259 0.25367 2.51056 -0.93 -1.38 -0.79
H -1.06159 0.95267 3.12456 1.07 1.59 1.35
H -1.97759 0.51167 2.13056 -0.42 -0.11 -0.32
O -2.20159 0.23767 -1.44744 0.18 -1.63 0.99
H -3.06359 0.37767 -1.05144 -0.19 0.22 -0.17
H -2.02459 0.93967 -2.04844 0.28 1.31 -0.57
O 0.67641 0.35067 -2.49644 0.90 0.27 -0.46
H 1.40641 0.91867 -2.84944 -1.06 -0.43 0.49
H 0.46341 -0.26533 -3.20844 0.09 0.19 -0.02
O 2.43741 0.45767 -0.28544 -1.99 -1.31 -2.75
H 3.17841 0.51167 0.23756 2.68 0.66 2.53
H 2.74541 -0.19633 -0.95344 -0.63 0.63 0.28
O 1.19741 -2.18133 1.35256 0.03 1.11 1.42
H 1.02241 -3.08833 1.21456 -0.12 -1.83 -0.95
H 0.96041 -2.15433 2.29956 0.37 0.64 -0.22
```
Positions in Å, forces in eV/Å.

For reference, the Mulliken charges in units of e are: 1.393, 0.755, -0.694, -0.466, -0.695, 0.327, -0.448, 0.275, 0.248, -0.497, 0.284, 0.250, -0.518, 0.249, 0.338, -0.534, 0.280, 0.298, -0.502, 0.281, 0.257, -0.467, 0.226, 0.301, -0.543, 0.271, 0.332